No. 1
This record from OMol25 describes one molecule with the formula C18H17ClN2OS. The level of theory is ωB97M-V/def2-TZVPD.

Structure (XYZ):
```
40
Properties=species:S:1:pos:R:3
O 0.865 2.091 0.584
Cl -0.765 1.462 7.059
N -1.842 -2.680 -0.399
S 2.475 -1.612 -1.610
C 0.643 1.019 1.133
C -0.688 -2.365 0.186
C -3.648 -0.143 -2.449
C -2.736 0.898 -2.283
C -0.262 2.436 4.532
C -0.339 0.056 4.759
C -3.399 -1.394 -1.850
C 0.114 2.312 3.192
C -0.003 -0.104 3.388
C -1.615 0.706 -1.459
C -0.444 1.318 5.335
C -2.275 -1.536 -1.064
C 0.271 1.052 2.573
C -1.386 -0.511 -0.820
N -0.387 -1.018 -0.019
C 3.343 -0.139 -3.791
C 2.429 -1.337 -3.409
C 1.775 -0.054 -0.890
C 0.867 -0.303 0.363
H -0.041 -3.052 0.756
H -4.509 -0.063 -3.111
H -2.928 1.835 -2.774
H -0.359 3.390 5.009
H -0.541 -0.823 5.344
H -4.107 -2.197 -1.976
H 0.357 3.219 2.649
H -0.021 -1.073 2.922
H -0.874 1.467 -1.359
H 2.938 0.810 -3.383
H 3.330 -0.034 -4.850
H 4.364 -0.317 -3.445
H 1.392 -1.167 -3.735
H 2.769 -2.272 -3.876
H 2.603 0.582 -0.615
H 1.174 0.479 -1.647
H 1.457 -0.940 1.027
```

Output
HOMO energy: -8.5 eV
energy relative to the best compared isomer or geometry (same formula, charge and spin): 0.0 kcal/mol
SMILES: CCSC[C@@H](C(=O)c1ccc(Cl)cc1)n1cnc2ccccc21
Kohn-Sham gap: 7.9 eV

Atom charges from the Löwdin analysis, given in e for atoms 1 to 8:
1. O 0.089
2. Cl 0.658
3. N 0.114
4. S 0.839
5. C -0.283
6. C -0.110
7. C -0.089
8. C -0.082

No. 2
This record from OMol25 describes one molecule with the formula C8H10. The level of theory is ωB97M-V/def2-TZVPD.

Structure (XYZ):
```
18
Properties=species:S:1:pos:R:3
C 2.487 -0.366 0.011
C 1.115 -0.201 0.199
C 0.367 -1.595 0.141
C -1.025 -1.695 -0.077
C -1.981 -0.322 0.120
C -0.938 0.859 -0.230
C -0.108 2.203 -0.149
C 0.452 1.014 0.575
H 3.004 0.657 -0.212
H 2.887 -1.231 -0.256
H 1.044 -2.459 -0.562
H -1.260 -2.687 -0.158
H -2.194 -0.226 1.432
H -2.951 -0.358 -0.410
H -0.595 0.407 -1.147
H -0.622 2.869 0.373
H 0.339 2.355 -1.269
H -0.021 0.776 1.620
```

Output
HOMO energy: -8.4 eV
energy relative to the best compared isomer or geometry (same formula, charge and spin): 185.8 kcal/mol
SMILES: C=C1C=CC[C@H]2C[C@H]12
Kohn-Sham gap: 9.2 eV

Atom charges from the Löwdin analysis, given in e for atoms 1 to 8:
1. C 0.060
2. C -0.335
3. C -0.065
4. C -0.064
5. C -0.100
6. C -0.240
7. C -0.021
8. C -0.227

No. 3
This record from OMol25 describes C46H37MnN4O2PS2 as an isolated structure. The level of theory is ωB97M-V/def2-TZVPD.

Structure (XYZ):
```
93
Properties=species:S:1:pos:R:3
Mn -0.561 0.421 -0.161
S 4.874 2.641 0.427
C 6.214 3.686 0.478
C 5.839 4.994 0.494
C 4.437 5.153 0.464
C 3.753 3.964 0.423
C 2.313 3.763 0.371
C 1.766 2.467 0.308
N 0.467 2.218 0.223
C -0.398 3.264 0.250
C 0.034 4.587 0.344
C -0.956 5.627 0.402
C -2.273 5.331 0.388
C -2.726 3.969 0.300
C -4.077 3.604 0.295
C -4.446 2.268 0.185
C -3.411 1.324 0.118
N -2.118 1.641 0.127
C -1.772 2.957 0.211
C -5.829 1.822 0.143
C -6.327 0.648 -0.364
C -7.732 0.559 -0.279
C -8.282 1.664 0.304
S -7.115 2.817 0.735
C 1.412 4.823 0.380
H 7.216 3.284 0.497
H 6.544 5.813 0.528
H 3.956 6.123 0.472
H 2.430 1.617 0.357
H -0.620 6.654 0.471
H -3.017 6.117 0.446
H -4.836 4.376 0.367
H -3.669 0.281 0.080
H -5.708 -0.118 -0.819
H -8.324 -0.264 -0.652
H -9.327 1.846 0.505
H 1.767 5.844 0.431
C 3.225 0.021 -1.894
C 2.219 -0.637 -1.010
O 1.030 -0.170 -0.971
N 2.594 -1.666 -0.292
C 1.665 -2.618 0.351
C 1.204 -3.611 -0.712
C 1.709 -4.903 -0.729
C 1.431 -5.713 -1.822
C 0.660 -5.207 -2.851
C 0.156 -3.919 -2.724
N 0.424 -3.133 -1.682
H 3.050 1.094 -1.929
H 3.103 -0.363 -2.911
H 4.242 -0.180 -1.566
H 3.556 -1.966 -0.366
H 0.838 -2.066 0.783
H 2.195 -3.136 1.144
H 2.316 -5.267 0.091
H 1.833 -6.717 -1.870
H 0.450 -5.793 -3.736
H -0.481 -3.493 -3.492
O -1.429 -1.164 0.528
P -2.608 -2.169 0.423
C -3.871 -1.568 1.558
C -3.464 -0.671 2.552
C -4.375 -0.226 3.496
C -5.695 -0.658 3.446
C -6.100 -1.550 2.462
C -5.191 -2.015 1.525
C -3.179 -2.223 -1.288
C -4.294 -2.992 -1.635
C -4.739 -3.022 -2.949
C -4.076 -2.289 -3.923
C -2.959 -1.534 -3.592
C -2.512 -1.509 -2.281
C -2.171 -3.813 0.969
C -1.738 -3.937 2.294
C -1.501 -5.193 2.822
C -1.704 -6.324 2.037
C -2.115 -6.200 0.717
C -2.345 -4.945 0.175
H -2.439 -0.329 2.587
H -4.057 0.449 4.280
H -6.409 -0.308 4.180
H -7.126 -1.891 2.430
H -5.522 -2.724 0.778
H -4.806 -3.575 -0.881
H -5.599 -3.623 -3.213
H -4.420 -2.318 -4.949
H -2.432 -0.981 -4.359
H -1.611 -0.954 -2.053
H -1.597 -3.052 2.907
H -1.176 -5.299 3.849
H -1.537 -7.306 2.460
H -2.261 -7.085 0.112
H -2.644 -4.852 -0.860
```

Output
total charge: +3
HOMO energy (alpha / beta): -14.9 / -14.9 eV
spin multiplicity: 5
energy relative to the best compared isomer or geometry (same formula, charge and spin): 3.6 kcal/mol
Kohn-Sham gap (alpha / beta): 4.0 / 5.4 eV

Atom charges from the Löwdin analysis, given in e for atoms 1 to 8:
1. Mn 1.202
2. S 1.056
3. C -0.364
4. C -0.135
5. C -0.085
6. C -0.478
7. C -0.155
8. C -0.040

No. 4
This record from OMol25 describes an isolated ion of composition C5H12NO and charge +1. The level of theory is ωB97M-V/def2-TZVPD.

Structure (XYZ):
```
19
Properties=species:S:1:pos:R:3
C 1.560 0.176 0.303
C 0.371 0.818 -0.230
C 1.830 -1.333 0.110
C -0.247 2.028 0.463
C -1.690 -0.672 -0.183
N -0.613 -0.011 -1.010
O 1.636 0.892 -0.898
H 1.901 0.466 1.279
H 1.138 -1.794 -0.763
H 1.528 -1.994 1.048
H 2.812 -1.583 -0.049
H -0.772 2.654 -0.269
H 0.640 2.718 0.623
H -0.687 1.595 1.251
H -1.243 -1.068 0.612
H -2.353 0.000 0.098
H -2.287 -1.380 -0.660
H -0.949 0.446 -1.785
H -0.136 -0.717 -1.529
```

Output
total charge: +1
HOMO energy: -15.2 eV
energy relative to the best compared isomer or geometry (same formula, charge and spin): 66.0 kcal/mol
SMILES: C[NH2+][C@]1(C)O[C@@H]1C
Kohn-Sham gap: 12.0 eV

Atom charges from the Löwdin analysis, given in e for atoms 1 to 8:
1. C -0.260
2. C -0.403
3. C -0.002
4. C 0.057
5. C 0.086
6. N 0.139
7. O 0.085
8. H 0.157

No. 5
This record from OMol25 describes a 3-piece molecular cluster, C27H38BIN6O5 overall. The level of theory is ωB97M-V/def2-TZVPD.

Structure (XYZ):
```
78
Properties=species:S:1:pos:R:3
C 0.474 0.827 5.522
C 0.339 -0.305 4.378
B -0.697 0.105 3.163
O -1.975 0.772 3.412
C -0.174 -0.266 1.636
C -0.439 -1.680 1.037
C -1.264 -2.741 1.909
C -2.865 -2.391 1.973
C -3.297 -1.251 0.911
O -3.298 -1.997 3.311
C 0.147 -1.957 -0.428
C -0.099 -3.451 -1.005
C 0.914 -3.871 -2.177
O 1.032 -3.317 -3.303
I 2.208 -5.624 -1.826
C 0.904 -0.828 -1.215
C 1.131 0.637 -0.608
N 1.845 1.575 -1.448
C 1.943 2.819 -0.736
N 2.619 3.954 -1.472
C 3.878 4.028 -1.059
O 4.908 4.545 -0.546
C 1.408 3.140 0.702
C 1.588 4.615 1.357
C 0.206 5.472 1.320
O -0.237 5.540 -0.062
C -0.923 4.936 2.348
N -2.319 4.974 1.789
N 0.746 2.153 1.510
C 0.596 0.882 0.836
H -0.395 1.578 5.563
H 0.573 0.329 6.569
H 1.441 1.441 5.317
H 1.393 -0.427 3.907
H 0.029 -1.340 4.772
H -1.729 1.703 3.669
H -0.783 -2.796 2.953
H -1.213 -3.819 1.483
H -3.482 -3.334 1.692
H -2.869 -0.200 1.168
H -3.051 -1.516 -0.179
H -4.453 -1.148 0.963
H -3.666 -1.083 3.221
H 0.125 -4.162 -0.112
H -1.216 -3.634 -1.255
H 1.292 -1.032 -2.286
H 2.486 5.190 0.938
H 1.807 4.418 2.483
H 0.497 6.541 1.670
H -0.713 4.690 -0.266
H -0.903 5.612 3.294
H -0.753 3.865 2.726
H -2.456 5.905 1.340
H -2.449 4.230 1.080
C -5.800 -6.197 -2.142
C -6.066 -4.798 -1.595
C -4.799 -3.946 -1.496
C -3.813 -4.602 -0.567
N -3.033 -5.121 0.169
H -5.136 -6.766 -1.486
H -6.735 -6.758 -2.222
H -5.345 -6.149 -3.136
H -6.532 -4.886 -0.608
H -6.786 -4.293 -2.246
H -5.043 -2.951 -1.113
H -4.338 -3.827 -2.481
C 5.490 1.121 -5.551
C 5.475 1.599 -4.103
C 6.819 2.179 -3.654
C 7.889 1.127 -3.761
N 8.736 0.293 -3.846
H 6.205 0.308 -5.700
H 4.505 0.743 -5.836
H 5.751 1.939 -6.231
H 5.198 0.760 -3.456
H 4.700 2.363 -3.989
H 6.753 2.519 -2.617
H 7.094 3.036 -4.275
```

Output
HOMO energy: -8.7 eV
energy relative to the best compared isomer or geometry (same formula, charge and spin): 230.6 kcal/mol
Kohn-Sham gap: 7.3 eV

Atom charges from the Löwdin analysis, given in e for atoms 1 to 8:
1. C -0.130
2. C -0.159
3. B -0.366
4. O 0.028
5. C 0.026
6. C -0.078
7. C -0.081
8. C -0.353

No. 6
This record from OMol25 describes C36H34CoN7O2P as an isolated structure. The level of theory is ωB97M-V/def2-TZVPD.

Structure (XYZ):
```
81
Properties=species:S:1:pos:R:3
Co 0.367 -1.161 -0.120
N 3.455 0.973 1.810
C 2.578 0.581 0.906
N 1.783 -0.449 1.053
C 1.929 -1.259 2.193
N 1.296 -2.383 2.271
N 0.567 -2.591 1.142
C -0.158 -3.628 0.998
C -0.864 -3.688 -0.277
C -1.549 -4.803 -0.712
C -2.058 -4.815 -2.006
C -1.834 -3.718 -2.818
C -1.161 -2.621 -2.302
N -0.712 -2.579 -1.048
C 2.818 -0.823 3.251
C 2.948 -1.522 4.457
C 3.830 -1.071 5.414
C 4.599 0.074 5.183
C 4.490 0.773 3.998
C 3.596 0.315 3.040
H 4.050 1.765 1.607
H 2.532 1.148 -0.011
H -0.202 -4.405 1.754
H -1.654 -5.658 -0.058
H -2.596 -5.678 -2.376
H -2.177 -3.695 -3.843
H -0.991 -1.752 -2.921
H 2.355 -2.411 4.617
H 3.936 -1.608 6.347
H 5.293 0.415 5.939
H 5.092 1.655 3.816
O 2.346 -2.782 -0.884
N 1.733 -1.646 -1.370
C 2.072 -1.230 -2.527
C 1.692 0.007 -3.211
C 2.444 0.276 -4.356
C 2.300 1.472 -5.042
C 1.411 2.425 -4.576
C 0.643 2.164 -3.445
C 0.746 0.953 -2.768
P -0.354 0.628 -1.371
C -2.026 0.356 -2.029
C -2.971 -0.361 -1.291
C -4.270 -0.495 -1.753
C -4.640 0.073 -2.966
C -3.703 0.772 -3.713
C -2.403 0.916 -3.250
C -0.462 2.186 -0.460
C 0.653 3.020 -0.335
C 0.566 4.200 0.386
C -0.636 4.562 0.983
C -1.752 3.751 0.842
C -1.671 2.567 0.122
H 2.970 -3.120 -1.549
H 2.816 -1.825 -3.057
H 3.167 -0.452 -4.704
H 2.893 1.662 -5.926
H 1.306 3.371 -5.090
H -0.045 2.921 -3.090
H -2.687 -0.841 -0.367
H -4.995 -1.050 -1.171
H -5.653 -0.033 -3.328
H -3.982 1.210 -4.662
H -1.697 1.463 -3.857
H 1.568 2.797 -0.869
H 1.423 4.857 0.455
H -0.707 5.492 1.530
H -2.699 4.053 1.272
H -2.556 1.957 -0.002
C -0.921 1.487 3.207
N -2.033 0.608 2.856
C -3.253 0.666 3.671
C -1.910 -0.285 1.907
O -0.851 -0.450 1.257
H -1.323 2.445 3.527
H -0.289 1.634 2.334
H -0.337 1.057 4.022
H -3.436 1.698 3.955
H -3.141 0.065 4.573
H -4.102 0.306 3.095
H -2.804 -0.885 1.720
```

Output
total charge: +3
HOMO energy: -16.2 eV
energy relative to the best compared isomer or geometry (same formula, charge and spin): 0.0 kcal/mol
Kohn-Sham gap: 7.5 eV

Atom charges from the Löwdin analysis, given in e for atoms 1 to 8:
1. Co 0.444
2. N 0.170
3. C -0.088
4. N 0.075
5. C -0.226
6. N 0.153
7. N -0.073
8. C 0.024

No. 7
This record from OMol25 describes C26H47Cl3N3O4SiTi as an isolated structure. The level of theory is ωB97M-V/def2-TZVPD.

Structure (XYZ):
```
85
Properties=species:S:1:pos:R:3
C 1.972 -1.906 -5.344
C 1.379 -0.800 -4.545
H 2.406 -1.538 -6.277
H 1.216 -2.643 -5.627
H 2.727 -2.445 -4.771
C 0.333 -0.102 -5.056
C -0.172 -0.286 -6.428
H -0.278 0.525 -4.396
H -0.883 -1.130 -6.554
H 0.679 -0.422 -7.108
H -0.702 0.639 -6.695
Ti -0.245 -0.502 2.356
Cl 1.866 -0.957 1.851
Cl -1.430 -2.074 1.253
C 0.560 1.973 2.566
O -0.327 1.302 3.242
N 0.328 3.203 2.098
C -1.029 3.649 1.686
C 1.484 4.033 1.775
H 1.564 1.530 2.347
H -1.788 2.905 1.965
H -1.047 3.800 0.596
H -1.205 4.604 2.197
H 2.385 3.529 2.163
H 1.358 4.999 2.272
H 1.577 4.172 0.690
H -2.166 -1.468 -2.969
H -2.651 0.790 -4.372
C -3.025 -1.068 -2.415
C -3.296 1.082 -3.530
N -2.919 0.374 -2.320
H -3.055 -1.490 -1.417
C -3.165 1.006 -1.107
O -3.610 0.483 -0.098
H -3.208 2.162 -3.368
H -2.943 2.082 -1.126
H -3.926 -1.352 -2.982
H -4.329 0.866 -3.851
O 0.856 -1.918 -2.572
C 1.627 -0.809 -3.049
C 0.076 1.066 -2.315
C 1.365 0.548 -2.370
H -0.757 0.371 -2.457
C -0.206 2.429 -2.195
H 2.696 -1.039 -2.920
C 2.398 1.425 -1.971
H -1.211 2.843 -2.371
C 0.836 3.309 -1.853
C 2.126 2.774 -1.700
H 3.428 1.072 -1.916
H 0.630 4.386 -1.757
H 2.926 3.453 -1.386
Si 0.822 -3.445 -2.031
Cl -0.660 0.669 0.582
C -0.934 -4.165 -2.254
C 1.215 -4.012 -0.274
C 2.310 -4.093 -2.946
H -1.477 -3.700 -3.092
H -1.518 -4.022 -1.334
H -0.908 -5.252 -2.435
H 2.079 -4.271 -3.998
H 2.749 -5.004 -2.544
H 3.046 -3.289 -2.873
H 0.393 -3.830 0.419
H 2.122 -3.543 0.108
H 1.404 -5.098 -0.281
O -0.323 -1.727 3.885
C -0.222 -1.080 4.998
C 1.083 -0.774 5.631
C 1.345 0.719 5.828
C 0.569 1.344 6.976
C -0.951 1.321 6.768
C -1.547 -0.090 6.831
N -1.405 -0.786 5.563
H 1.084 -1.299 6.600
H 1.871 -1.197 4.991
H 2.422 0.883 5.974
H 1.087 1.269 4.916
H 0.823 0.833 7.912
H 0.870 2.400 7.062
H -1.439 1.901 7.570
H -1.221 1.799 5.806
H -1.079 -0.661 7.641
H -2.628 -0.026 7.022
H -2.206 -1.208 5.110
```

Output
HOMO energy (alpha / beta): -6.8 / -8.2 eV
spin multiplicity: 2
energy relative to the best compared isomer or geometry (same formula, charge and spin): 0.0 kcal/mol
Kohn-Sham gap (alpha / beta): 7.0 / 8.4 eV

Atom charges from the Löwdin analysis, given in e for atoms 1 to 8:
1. C -0.057
2. C -0.209
3. H 0.085
4. H 0.095
5. H 0.054
6. C -0.111
7. C -0.105
8. H 0.080

no.,F_max (eV Å⁻¹)
1,2.22
2,8.11
3,1.58
4,6.28
5,7.89
6,0.29
7,3.00